[1]
{"formula": "C39H29F12N3O6S3W", "method": "ωB97M-V with the def2-TZVPD basis set", "spin_multiplicity": 1, "homo_lumo_gap_ev": 6.15, "energy_ev": -124616.66466, "e_above_lowest_kj_mol": 0.0, "elements": ["W", "C", "C", "C", "C", "C", "N", "C", "C", "C", "C", "C", "C", "C", "C", "O", "C", "F", "F", "F", "C", "F", "F", "F", "C", "C", "C", "O", "C", "F", "F", "F", "C", "F", "F", "F", "H", "H", "H", "H", "H", "H", "H", "H", "H", "H", "H", "H", "S", "C", "N", "C", "C", "C", "C", "C", "C", "S", "H", "H", "H", "H", "O", "C", "O", "C", "C", "C", "C", "C", "C", "S", "H", "H", "H", "H", "O", "C", "O", "C", "N", "C", "C", "C", "H", "H", "H", "H", "H", "H", "H", "H", "H"], "positions_angstrom": [[0.7365, 0.9350, -0.6217], [-5.2845, -1.9827, -1.3048], [-3.8832, -1.7370, -0.8198], [-3.6248, -1.4264, 0.5117], [-2.3431, -1.1434, 0.9397], [-1.2609, -1.1632, 0.0574], [0.0483, -0.7619, 0.4326], [0.6749, -1.4004, 1.5039], [0.0248, -2.4555, 2.1725], [0.5448, -3.0554, 3.3018], [1.7596, -2.6539, 3.8382], [2.3304, -3.2656, 5.0887], [2.4568, -1.6920, 3.1282], [1.9737, -1.0931, 1.9660], [2.9380, -0.1977, 1.2148], [2.4384, 0.3285, 0.0355], [4.1735, -1.0073, 0.6741], [4.8159, -1.7293, 1.6008], [3.7878, -1.8561, -0.2764], [5.0611, -0.1644, 0.1261], [3.5244, 0.9506, 2.1406], [4.6982, 0.5743, 2.6892], [3.7486, 2.0582, 1.4509], [2.7347, 1.2528, 3.1820], [-1.5132, -1.5055, -1.2713], [-2.8082, -1.7867, -1.6936], [-0.2978, -1.5409, -2.1825], [0.4855, -0.4025, -2.0278], [0.5385, -2.8528, -1.9097], [1.5139, -2.6385, -1.0394], [-0.2422, -3.8323, -1.4335], [1.1221, -3.3278, -3.0231], [-0.6932, -1.5460, -3.6867], [-1.5698, -0.5763, -3.9576], [-1.2674, -2.7159, -4.0331], [0.3595, -1.3563, -4.4798], [-5.8553, -2.5692, -0.5845], [-5.2841, -2.5140, -2.2557], [-5.8106, -1.0372, -1.4554], [-4.4416, -1.3961, 1.2237], [-2.1713, -0.9280, 1.9858], [-0.9091, -2.8301, 1.7848], [-0.0123, -3.8601, 3.7686], [1.6472, -4.0029, 5.5091], [2.5184, -2.5084, 5.8519], [3.2788, -3.7658, 4.8856], [3.4367, -1.4055, 3.4890], [-3.0023, -2.0459, -2.7238], [1.6987, 3.3456, -0.5286], [2.5996, 2.7012, -1.8132], [2.3238, 1.4492, -2.0762], [3.1179, 0.9042, -3.0788], [3.1733, -0.4185, -3.5019], [4.0678, -0.7520, -4.5000], [4.9088, 0.2056, -5.0705], [4.8829, 1.5170, -4.6336], [3.9858, 1.8547, -3.6292], [3.7924, 3.4036, -2.8397], [2.5388, -1.1594, -3.0472], [4.1190, -1.7779, -4.8394], [5.5985, -0.0827, -5.8523], [5.5488, 2.2587, -5.0535], [-3.0500, 2.1410, 0.5885], [-2.3419, 1.8511, -0.3672], [-1.0842, 1.4998, -0.1680], [-2.8092, 1.8869, -1.7536], [-4.1880, 1.8208, -1.9787], [-4.6973, 1.9221, -3.2523], [-3.8134, 2.1225, -4.3151], [-2.4548, 2.1911, -4.1032], [-1.9130, 2.0572, -2.8133], [-0.1785, 2.2080, -2.7062], [-4.8365, 1.6925, -1.1218], [-5.7626, 1.8600, -3.4278], [-4.1963, 2.2140, -5.3239], [-1.7770, 2.3235, -4.9363], [0.0179, 3.5513, 2.0399], [0.0206, 2.3296, 2.0316], [0.8407, 1.5494, 1.4321], [-1.0742, 1.5868, 2.7876], [-2.0924, 2.6244, 3.1608], [-2.3572, 2.5200, 4.6227], [-1.0381, 1.9792, 5.1617], [-0.6378, 0.9437, 4.1073], [-1.5158, 0.8916, 2.0845], [-2.8864, 2.5422, 2.5137], [-1.5987, 3.5083, 2.9138], [-3.1733, 1.8139, 4.7718], [-2.6466, 3.4923, 5.0145], [-1.1469, 1.5576, 6.1585], [-0.3016, 2.7837, 5.2084], [-1.1836, 0.0109, 4.2630], [0.4236, 0.7051, 4.0980]], "forces_ev_per_angstrom": [[0.2, -0.2, 0.1], [0.0, 0.0, 0.0], [0.0, 0.0, 0.0], [0.0, 0.0, 0.0], [0.0, 0.0, 0.0], [0.1, 0.0, -0.1], [0.0, 0.1, 0.0], [0.0, 0.0, 0.0], [0.0, 0.0, 0.0], [0.0, 0.0, 0.0], [0.0, 0.0, 0.0], [0.0, 0.0, 0.0], [0.0, 0.0, 0.0], [0.0, 0.0, 0.0], [0.0, 0.0, 0.0], [-0.1, 0.0, 0.0], [0.0, 0.0, 0.0], [0.0, 0.0, 0.0], [0.0, 0.0, 0.0], [0.0, 0.0, 0.0], [0.0, -0.1, 0.0], [0.0, 0.0, 0.0], [0.0, 0.0, 0.0], [0.0, 0.0, 0.0], [0.1, 0.0, 0.1], [0.0, 0.0, 0.0], [0.0, 0.0, 0.0], [0.0, -0.1, 0.1], [0.0, 0.0, 0.0], [0.0, 0.0, 0.1], [0.0, 0.0, 0.0], [0.0, 0.0, -0.1], [-0.1, 0.0, 0.0], [0.0, 0.0, 0.0], [0.0, 0.0, 0.0], [0.0, 0.0, 0.0], [0.0, 0.0, 0.0], [0.0, 0.0, 0.0], [0.0, 0.0, 0.0], [0.0, 0.0, 0.0], [0.0, 0.0, 0.0], [0.0, 0.0, 0.0], [0.0, 0.0, 0.0], [0.0, 0.0, 0.0], [0.0, 0.0, 0.0], [0.0, 0.0, 0.0], [0.0, 0.0, 0.0], [0.0, 0.0, 0.0], [0.0, 0.0, 0.0], [-0.1, 0.1, 0.0], [-0.1, 0.1, 0.0], [0.0, 0.0, 0.0], [0.0, 0.0, 0.0], [0.0, 0.0, 0.0], [0.0, 0.0, 0.0], [0.0, 0.0, 0.0], [0.0, 0.0, 0.0], [0.1, -0.1, 0.0], [0.0, 0.0, 0.0], [0.0, 0.0, 0.0], [0.0, 0.0, 0.0], [0.0, 0.0, 0.0], [0.0, 0.0, 0.0], [0.1, 0.2, 0.0], [0.0, -0.1, -0.1], [0.0, 0.0, 0.0], [0.0, 0.0, 0.0], [0.0, 0.0, 0.0], [0.0, 0.0, 0.0], [0.0, 0.0, 0.0], [0.0, 0.0, 0.1], [0.0, 0.0, 0.0], [0.0, 0.0, 0.0], [0.0, 0.0, 0.0], [0.0, 0.0, 0.0], [0.0, 0.0, 0.0], [0.0, 0.0, 0.0], [-0.1, -0.1, -0.1], [0.0, 0.1, -0.1], [0.1, 0.0, 0.0], [0.0, 0.1, -0.1], [0.0, 0.0, 0.0], [0.0, 0.0, 0.0], [0.0, 0.0, 0.0], [0.0, 0.0, 0.0], [0.0, 0.0, 0.0], [0.0, 0.0, 0.0], [0.0, 0.0, 0.0], [0.0, 0.0, 0.0], [0.0, 0.0, 0.0], [0.0, 0.0, 0.0], [0.0, 0.0, 0.0], [0.0, 0.0, 0.0]]}



[2]
{"formula": "C39H30CrN3OP2S3SeTe", "method": "ωB97M-V with the def2-TZVPD basis set", "spin_multiplicity": 4, "homo_lumo_gap_ev": [5.67, 5.84], "energy_ev": -199597.93671, "charge": -2, "e_above_lowest_kj_mol": 0.0, "elements": ["Cr", "S", "P", "C", "P", "S", "C", "C", "C", "C", "C", "C", "C", "C", "C", "C", "C", "C", "C", "C", "C", "C", "C", "C", "C", "C", "C", "C", "C", "C", "H", "H", "H", "H", "H", "H", "H", "H", "H", "H", "H", "H", "H", "H", "H", "H", "H", "H", "H", "H", "O", "C", "C", "C", "C", "C", "C", "C", "N", "C", "C", "N", "H", "H", "H", "H", "H", "H", "H", "Te", "C", "C", "C", "C", "S", "H", "H", "H", "Se", "C", "N"], "positions_angstrom": [[-0.4301, -0.4575, 1.5597], [-2.2952, 1.0369, 0.9178], [-1.2863, 0.7370, -0.8171], [-0.0799, -0.3806, -0.5480], [0.4398, -1.7836, -1.3485], [-0.1487, -3.6239, -0.8898], [0.1758, -1.5897, -3.1633], [1.0959, -0.9617, -3.9955], [0.8702, -0.8761, -5.3656], [-0.2802, -1.4207, -5.9163], [-1.2086, -2.0427, -5.0893], [-0.9816, -2.1268, -3.7256], [2.2818, -1.7715, -1.2356], [2.9570, -0.6080, -0.8874], [4.3432, -0.5883, -0.7948], [5.0708, -1.7403, -1.0551], [4.4035, -2.9120, -1.3944], [3.0187, -2.9287, -1.4761], [-0.6981, 2.4235, -1.2768], [0.6512, 2.7066, -1.4070], [1.0789, 3.9952, -1.7122], [0.1538, 5.0096, -1.8927], [-1.2054, 4.7346, -1.7629], [-1.6246, 3.4518, -1.4552], [-2.4963, 0.4990, -2.1750], [-2.1849, 0.8732, -3.4805], [-3.1137, 0.7123, -4.4960], [-4.3594, 0.1644, -4.2168], [-4.6692, -0.2242, -2.9205], [-3.7424, -0.0535, -1.9002], [2.0017, -0.5398, -3.5748], [1.6021, -0.3899, -6.0008], [-0.4555, -1.3594, -6.9846], [-2.1170, -2.4593, -5.5086], [-1.6864, -2.6335, -3.0775], [2.3708, 0.2698, -0.6411], [4.8486, 0.3231, -0.4977], [6.1520, -1.7327, -0.9737], [4.9644, -3.8216, -1.5787], [2.4832, -3.8422, -1.7052], [1.3639, 1.9128, -1.2346], [2.1394, 4.2033, -1.7885], [0.4852, 6.0157, -2.1228], [-1.9353, 5.5254, -1.8931], [-2.6819, 3.2424, -1.3349], [-1.2134, 1.3002, -3.7019], [-2.8591, 1.0015, -5.5088], [-5.0857, 0.0359, -5.0114], [-5.6369, -0.6578, -2.6981], [-3.9713, -0.3508, -0.8824], [1.0576, -1.6658, 1.8146], [1.5215, -2.2896, 2.8450], [2.5843, -3.2067, 2.6424], [3.1420, -3.9121, 3.6794], [2.6734, -3.7493, 4.9874], [1.6418, -2.8608, 5.2081], [1.0554, -2.1206, 4.1766], [-0.0166, -1.1770, 4.4805], [-0.7399, -0.4788, 3.6253], [-1.6205, 0.2914, 4.3457], [-1.4315, 0.0627, 5.6662], [-0.4157, -0.8686, 5.7396], [2.9241, -3.3283, 1.6209], [3.9499, -4.6073, 3.4775], [3.1011, -4.3103, 5.8087], [1.2740, -2.7516, 6.2237], [-2.3278, 0.9367, 3.8554], [-1.9166, 0.4571, 6.5399], [-0.0156, -1.2427, 6.5777], [1.4825, 1.4759, 2.0693], [0.4055, 3.0428, 2.9722], [-0.5345, 3.8737, 2.4264], [-1.0565, 4.8252, 3.3471], [-0.5041, 4.7177, 4.5891], [0.6417, 3.4417, 4.6299], [-0.8539, 3.7834, 1.3974], [-1.8143, 5.5550, 3.0925], [-0.7192, 5.3113, 5.4641], [-2.2159, -2.4770, 1.4608], [-3.4849, -1.7303, 2.5831], [-4.2918, -1.2957, 3.2937]], "forces_ev_per_angstrom": [[-0.1, -0.2, -0.2], [0.1, 0.1, 0.1], [0.1, 0.2, -0.1], [-0.5, -0.1, 0.2], [0.3, 0.0, 0.0], [-0.1, 0.1, 0.0], [0.0, -0.1, 0.0], [0.0, 0.1, 0.0], [0.0, 0.0, 0.0], [0.0, 0.0, 0.0], [0.0, 0.0, 0.0], [0.1, 0.0, 0.0], [0.0, 0.0, 0.0], [-0.1, 0.0, 0.1], [0.0, 0.0, 0.0], [0.0, 0.0, 0.0], [0.0, 0.0, 0.0], [0.0, 0.0, -0.1], [0.0, 0.0, -0.1], [0.0, 0.0, 0.0], [0.0, 0.0, 0.0], [0.0, 0.0, 0.0], [0.0, 0.0, 0.0], [0.0, 0.0, 0.0], [0.0, 0.0, 0.0], [0.0, 0.1, 0.0], [0.0, 0.0, 0.0], [0.0, 0.0, 0.0], [0.0, 0.0, 0.0], [0.0, -0.1, 0.0], [0.0, 0.0, 0.0], [0.0, 0.0, 0.0], [0.0, 0.0, 0.0], [0.0, 0.0, 0.0], [0.0, 0.0, 0.0], [0.0, 0.0, 0.0], [0.0, 0.0, 0.0], [0.0, 0.0, 0.0], [0.0, 0.0, 0.0], [0.0, 0.0, 0.0], [0.0, 0.0, 0.0], [0.0, 0.0, 0.0], [0.0, 0.0, 0.0], [0.0, 0.0, 0.0], [0.0, 0.0, 0.0], [0.0, 0.0, 0.0], [0.0, 0.0, 0.0], [0.0, 0.0, 0.0], [0.0, 0.0, 0.0], [0.0, 0.0, 0.0], [0.0, 0.0, 0.0], [0.0, 0.0, 0.0], [0.0, 0.0, 0.0], [0.0, 0.0, 0.0], [0.0, 0.0, 0.0], [0.0, 0.0, 0.0], [0.0, 0.0, 0.0], [0.0, 0.0, 0.0], [-0.1, 0.1, 0.0], [0.0, 0.0, 0.0], [0.0, 0.0, 0.0], [0.0, 0.0, 0.0], [0.0, 0.0, 0.0], [0.0, 0.0, 0.0], [0.0, 0.0, 0.0], [0.0, 0.0, 0.0], [0.0, 0.0, 0.0], [0.0, 0.0, 0.0], [0.0, 0.0, 0.0], [0.1, 0.1, 0.0], [0.0, 0.0, 0.0], [0.0, 0.0, 0.0], [0.0, 0.0, 0.0], [0.0, 0.0, 0.0], [0.0, 0.0, 0.0], [0.0, 0.0, 0.0], [0.0, 0.0, 0.0], [0.0, 0.0, 0.0], [0.0, 0.1, 0.0], [0.1, -0.1, 0.0], [0.0, 0.0, 0.0]]}



Number 1: maximum force 0.31 eV/Å. Number 2: maximum force 0.55 eV/Å.